C50H50Br6F6O9 | the ωB97M-V functional and the def2-TZVPD basis

Multiplicity: 2
E in eV: -507646.379
LUMO level (alpha / beta) in eV: 0.826 / 0.826
⟨S²⟩: 0.755
Total charge: -1
Highest occupied orbital energy (alpha / beta) in eV: -1.237 / -5.716

The geometry in XYZ format:
```
121
Properties=species:S:1:pos:R:3:lowdin_charge:R:1
C 1.62276 1.60657 -3.85929 -0.01
C 1.97508 1.76328 -5.33050 -0.31
C 3.45052 1.97827 -5.78744 -0.11
O 3.67765 1.03318 -6.76676 0.08
C 2.56056 0.29119 -6.93862 -0.57
O 2.49907 -0.54118 -7.77443 0.17
O 1.55723 0.66658 -6.12478 0.10
H 2.36180 0.98626 -3.35223 0.05
H 0.64139 1.14808 -3.73758 0.07
H 1.61187 2.54524 -3.30533 0.09
H 1.37459 2.56856 -5.75361 0.14
H 3.99868 1.86999 -4.85155 0.12
H 3.41146 3.00762 -6.14383 0.13
C 4.98348 0.01797 -2.43001 -0.02
C 5.29678 -0.39758 -0.99106 -0.37
C 6.19061 0.47328 -0.16682 -0.16
O 5.56677 0.58710 1.02472 0.10
C 4.35105 -0.04729 1.00521 -0.41
O 3.55926 -0.08358 1.95995 0.09
O 4.15365 -0.59936 -0.24564 0.11
H 4.63194 1.04822 -2.48563 0.08
H 4.11953 -0.55873 -2.76036 0.09
H 5.82966 -0.16048 -3.09351 0.09
H 5.88694 -1.28321 -1.22658 0.14
H 6.42463 1.36154 -0.75361 0.14
H 7.10748 -0.11361 -0.11190 0.14
C -1.07439 2.05819 1.90498 -0.01
C 0.27907 1.33401 1.65197 -0.27
C 0.25670 -0.15212 1.97151 -0.12
O 0.46067 -0.78247 0.73415 0.10
C 0.68446 0.08350 -0.17746 -0.56
O 0.72706 -0.19379 -1.39178 0.08
O 0.42205 1.32533 0.24998 0.05
H -0.94585 3.09124 1.58188 0.02
H -1.20293 2.18293 2.98017 0.09
H -1.92979 1.50610 1.51565 0.07
H 1.20862 1.78018 2.00548 0.15
H -0.62146 -0.43435 2.55228 0.12
H 1.11795 -0.43593 2.57633 0.03
F -3.07616 -0.12466 0.20392 0.05
C -4.12580 -0.72185 0.80950 -0.27
C -4.11794 -1.09493 2.11091 -0.03
C -5.28598 -1.54085 2.72241 -0.08
C -6.49380 -1.57289 1.99857 -0.08
C -6.43455 -1.29189 0.64979 -0.09
C -5.26517 -0.84998 0.01055 0.01
H -3.21496 -0.96934 2.68992 0.11
H -5.23922 -1.85098 3.75587 0.10
H -7.45425 -1.73496 2.46514 0.10
H -7.26549 -1.53828 0.00541 0.10
H -5.35935 -0.62717 -1.04201 0.11
F -0.35130 -6.27528 -4.53051 0.03
C -0.80254 -5.12463 -3.94596 -0.26
C -2.18446 -4.91236 -3.80693 -0.03
C -2.67510 -3.68840 -3.33544 -0.06
C -1.71692 -2.70982 -2.89991 -0.07
C -0.33858 -2.93892 -2.94801 -0.07
C 0.12865 -4.17690 -3.46281 -0.02
H -2.87005 -5.70415 -4.07041 0.10
H -3.72584 -3.47707 -3.20254 0.09
H -2.05933 -1.74538 -2.55494 0.09
H 0.38806 -2.21395 -2.61212 0.08
H 1.16909 -4.38329 -3.66600 0.11
F -1.40655 -2.77624 3.14800 0.03
C -2.09799 -3.42068 4.12030 -0.25
C -1.44834 -3.65756 5.33887 -0.01
C -2.11895 -4.39159 6.32872 -0.09
C -3.42551 -4.77503 6.15544 -0.09
C -4.08549 -4.43921 4.95395 -0.08
C -3.42092 -3.80496 3.93434 -0.04
H -0.42695 -3.38836 5.56404 0.06
H -1.55955 -4.72737 7.18937 0.10
H -3.96591 -5.28618 6.93844 0.10
H -5.10189 -4.78063 4.82452 0.10
H -3.84198 -3.54342 2.97481 0.10
F 2.63514 3.70238 0.34513 0.05
C 1.79463 4.72961 0.17937 -0.27
C 0.49814 4.47707 -0.30289 -0.03
C -0.36383 5.52964 -0.40170 -0.13
C 0.04139 6.81503 -0.13243 -0.09
C 1.33995 7.08146 0.39497 -0.08
C 2.24974 6.02801 0.54141 -0.01
H 0.38074 3.45756 -0.63934 0.10
H -1.33085 5.32193 -0.83544 0.08
H -0.63778 7.65031 -0.21877 0.10
H 1.67301 8.09333 0.57276 0.10
H 3.27660 6.16386 0.84722 0.10
F -1.32946 2.58887 -3.74018 0.02
C -2.25068 3.13957 -2.86782 -0.22
C -2.83464 4.41684 -3.03347 -0.04
C -3.76915 4.85821 -2.11342 -0.11
C -4.03894 4.15306 -0.92998 -0.09
C -3.44104 2.88656 -0.80121 -0.09
C -2.52582 2.36631 -1.70585 -0.01
H -2.72595 5.05759 -3.89604 0.11
H -4.26663 5.81101 -2.21874 0.10
H -4.73096 4.53040 -0.19165 0.09
H -3.65781 2.32612 0.09617 0.09
H -2.04818 1.39895 -1.65624 0.10
F 3.55482 -7.08993 -0.96445 0.06
C 3.25886 -5.89121 -0.46339 -0.28
C 2.01407 -5.29504 -0.73071 -0.02
C 1.67621 -4.11121 -0.14682 -0.05
C 2.60127 -3.56806 0.76592 -0.11
C 3.76646 -4.19603 1.12757 -0.10
C 4.12630 -5.36144 0.47935 -0.02
H 1.40716 -5.82988 -1.44624 0.11
H 0.77072 -3.62838 -0.48351 0.10
H 2.47072 -2.57561 1.17137 0.05
H 4.39262 -3.66742 1.83107 0.10
H 5.12769 -5.74599 0.60475 0.11
C -2.37204 6.88725 3.56492 -1.60
Br -3.69600 6.73858 5.08850 0.20
Br -2.53430 5.32004 2.42791 0.43
Br -0.47846 7.19175 4.09822 0.26
H -2.70044 7.78945 3.04889 -0.07
C 3.11180 -1.84484 5.58734 -1.46
Br 4.95430 -1.42805 4.99986 0.56
Br 3.05917 -3.21386 7.01525 0.52
Br 1.88552 -2.37971 4.08977 0.68
H 2.71032 -0.95566 6.07340 -0.02
```